[1]
Below is a single C9H13NO2 molecule at a distorted geometry, with properties calculated with wB97M-V/def2-TZVPD.

The geometry in XYZ format:
```
25
Properties=species:S:1:pos:R:3:nbo_charge:R:1
O -0.46 2.85 0.15 -0.54
C -0.42 1.73 -0.29 0.71
C -1.79 1.20 -0.75 -0.52
C -2.43 -0.04 -0.08 -0.41
C -1.48 -0.49 1.08 -0.39
C -0.21 -1.28 0.65 -0.41
C 0.41 -0.55 -0.54 -0.05
C 1.83 -1.13 -0.77 -0.40
C 2.62 -0.20 0.16 -0.51
C 1.87 1.15 0.19 0.70
O 2.24 2.28 0.53 -0.53
N 0.58 0.81 -0.29 -0.53
H -2.33 2.12 -0.71 0.25
H -1.49 0.83 -1.75 0.21
H -2.69 -0.94 -0.71 0.21
H -3.43 0.30 0.39 0.23
H -1.04 0.43 1.44 0.19
H -1.95 -0.97 2.01 0.22
H -0.47 -2.33 0.34 0.21
H 0.38 -1.13 1.47 0.20
H -0.08 -0.84 -1.51 0.22
H 1.93 -2.11 -0.39 0.22
H 2.18 -1.13 -1.86 0.22
H 3.77 -0.06 -0.03 0.26
H 2.46 -0.51 1.28 0.23
```

## Properties
SMILES string = O=C1CCCC[C@@H]2CCC(=O)N12
gap between HOMO and LUMO = 0.364 Ha
F_max = 4.58 eV/Å
net charge = 0
lowest unoccupied orbital energy = 0.68 eV
energy relative to the best compared isomer or geometry (same formula, charge and spin) = 159.3 kJ/mol

[2]
Below is a 2-piece molecular cluster, C3H8O2S overall at a distorted geometry, with properties calculated with wB97M-V/def2-TZVPD.

The geometry in XYZ format:
```
14
Properties=species:S:1:pos:R:3:nbo_charge:R:1
O 3.99 -2.74 0.52 -0.52
C 3.36 -3.04 1.51 0.62
O 3.86 -4.17 2.14 -0.73
H 2.41 -2.64 1.83 0.13
H 4.04 -4.14 3.11 0.50
C -3.09 2.41 -2.49 -0.75
S -2.52 1.74 -0.86 0.20
C -2.41 3.23 0.10 -0.80
H -4.12 2.65 -2.58 0.22
H -2.49 1.88 -3.28 0.24
H -2.62 3.38 -2.70 0.22
H -2.62 4.24 -0.10 0.24
H -2.93 3.06 1.17 0.22
H -1.27 3.29 0.36 0.22
```

## Properties
SMILES string = O=CO.CSC
gap between HOMO and LUMO = 0.336 Ha
F_max = 5.86 eV/Å
net charge = 0
lowest unoccupied orbital energy = 0.64 eV
energy relative to the best compared isomer or geometry (same formula, charge and spin) = 216.3 kJ/mol

[3]
Below is C14H17N3NiS as an isolated structure at a distorted geometry, with properties calculated with wB97M-V/def2-TZVPD.

The geometry in XYZ format:
```
36
Properties=species:S:1:pos:R:3:nbo_charge:R:1
C 0.40 1.10 3.75 -0.84
C 0.11 -1.02 3.84 -0.83
H 0.86 2.08 3.94 0.21
H -0.66 1.18 4.04 0.24
H 0.53 0.89 2.69 0.24
H 0.42 -1.06 2.79 0.23
H 0.18 -2.05 4.22 0.21
H -0.93 -0.71 3.96 0.24
C -0.25 2.57 -1.36 0.05
C 0.64 3.39 -2.04 -0.24
C 1.43 2.86 -3.07 -0.18
C 1.34 1.50 -3.37 -0.21
H -0.91 2.92 -0.56 0.23
H 0.71 4.44 -1.77 0.23
H 2.12 3.49 -3.62 0.23
H 1.93 1.02 -4.15 0.22
N -0.34 1.25 -1.66 -0.47
C 0.46 0.70 -2.64 0.15
C 0.34 -0.73 -2.68 0.13
N -0.54 -1.20 -1.73 -0.47
C -0.68 -2.54 -1.51 0.05
C 0.92 -2.99 -3.26 -0.18
C 0.06 -3.45 -2.26 -0.24
H -1.37 -2.82 -0.73 0.23
H -0.05 -4.51 -2.05 0.23
C 1.06 -1.62 -3.48 -0.21
H 1.72 -1.20 -4.24 0.22
H 1.49 -3.70 -3.87 0.23
Ni -1.42 0.08 -0.79 0.71
C -2.65 -0.01 0.57 -1.31
H -2.90 -1.06 0.77 0.20
H -3.55 0.54 0.25 0.21
H -2.24 0.45 1.48 0.20
S 1.33 -0.06 4.82 0.66
C 0.48 0.10 6.33 -0.03
N -0.01 0.20 7.39 -0.32
```

## Properties
gap between HOMO and LUMO (spin up / spin down) = 0.160 / 0.228 Ha
F_max = 5.20 eV/Å
net charge = 0
2S+1 = 3
<S²> = 2.07
lowest unoccupied orbital energy (spin up / spin down) = -0.78 / -0.69 eV
energy relative to the best compared isomer or geometry (same formula, charge and spin) = 30.9 kJ/mol

[4]
Below is a single C3H6Cl2 molecule at a distorted geometry, with properties calculated with wB97M-V/def2-TZVPD.

The geometry in XYZ format:
```
11
Properties=species:S:1:pos:R:3:nbo_charge:R:1
Cl 1.51 -0.07 -1.99 -0.07
C -0.14 -0.17 -1.37 -0.38
C -0.41 -0.30 0.18 -0.44
C 0.48 0.34 1.15 -0.43
Cl -0.37 1.80 1.86 -0.08
H -0.54 0.87 -1.67 0.21
H -0.57 -0.83 -1.98 0.21
H -1.68 -0.13 -0.05 0.27
H -0.40 -1.41 0.60 0.22
H 0.44 -0.42 1.95 0.22
H 1.68 0.33 1.32 0.28
```

## Properties
SMILES string = ClCCCCl
gap between HOMO and LUMO = 0.411 Ha
F_max = 6.07 eV/Å
net charge = 0
lowest unoccupied orbital energy = 0.84 eV
energy relative to the best compared isomer or geometry (same formula, charge and spin) = 268.2 kJ/mol

Number 1: energy -555.94307 Eh. Number 2: energy -667.69854 Eh. Number 3: energy -2614.17608 Eh. Number 4: energy -1038.19362 Eh.